1.
Computed, not measured: a molecular structure, C18H13Br2Cl2N2Rh in a non-equilibrium geometry, with ωB97M-V with the def2-TZVPD basis set.

Results
LUMO (alpha / beta) in eV: -0.55 / -0.55
Kohn-Sham gap (alpha / beta) in eV: 5.76 / 5.76
HOMO level (alpha / beta) in eV: -6.3 / -6.3
Calculated total energy in hartree: -6982.0649
Energy above the lowest of the compared OMol25 structures with the same formula, charge and spin in kJ/mol: 0.0
Molar mass in g mol⁻¹: 590.936

```
38
Properties=species:S:1:pos:R:3:forces:R:3
Rh -0.457795 0.411406 -0.276652 0.33 -3.15 -0.63
Br 1.753835 1.047230 6.096710 0.03 0.01 0.06
C 1.105393 0.931929 4.334477 0.19 -0.01 -0.13
C -0.255084 0.868395 4.094947 -0.14 -0.03 -0.03
C -0.675479 0.769050 2.784071 0.04 -0.04 -0.12
N 0.167541 0.744073 1.740019 -0.44 0.41 0.37
C 1.476774 0.830304 1.987805 0.51 0.08 -0.57
C 1.989402 0.912971 3.272657 -0.01 -0.01 0.28
C 2.345063 0.854097 0.769124 -0.22 -0.01 0.57
C 3.725181 0.959706 0.836439 0.25 -0.04 -0.12
C 4.437787 1.002955 -0.348074 -0.05 0.01 0.23
Br 6.313632 1.137846 -0.306925 0.09 0.01 0.01
C 3.772161 0.950161 -1.557951 -0.10 -0.06 -0.10
C 2.395191 0.839574 -1.528352 -0.07 -0.08 0.04
N 1.691244 0.784001 -0.392975 -0.04 0.61 -0.16
H -0.971389 0.890019 4.903184 0.00 -0.01 -0.02
H -1.724097 0.690756 2.535037 -0.01 0.02 -0.01
H 3.051464 0.970794 3.451924 0.01 0.00 0.01
H 4.243423 1.014749 1.780817 0.02 -0.01 0.00
H 4.304548 0.987684 -2.496905 -0.02 0.01 0.00
H 1.816587 0.778366 -2.439634 -0.01 0.02 0.00
C -1.233112 -1.012422 -0.955186 -0.41 2.04 0.54
C -1.933652 -2.203973 -1.395096 0.34 -0.28 -0.05
C -2.371003 -2.291001 -2.718952 -0.01 0.01 -0.06
C -3.081491 -3.399309 -3.153326 0.00 0.02 0.02
C -3.350970 -4.444445 -2.277510 0.05 0.08 0.02
C -2.905987 -4.373406 -0.962249 0.00 0.03 0.00
C -2.206577 -3.261022 -0.523328 0.01 0.00 0.10
H -2.146951 -1.472955 -3.392675 -0.01 -0.02 -0.01
H -3.420527 -3.452118 -4.180212 -0.01 0.00 0.00
H -3.904759 -5.310022 -2.617816 0.01 0.00 0.00
H -3.112845 -5.185013 -0.276097 0.01 0.00 0.00
H -1.863867 -3.191780 0.502189 -0.01 -0.01 -0.01
Cl -1.477078 2.616310 -1.065265 -0.47 0.34 -0.39
C -1.932772 4.294419 -1.475769 0.16 0.05 0.17
Cl -0.547123 5.385161 -1.632828 0.02 -0.02 0.01
H -2.572068 4.670737 -0.686988 -0.01 0.02 -0.01
H -2.444597 4.254758 -2.428653 -0.01 0.01 -0.01
```
Forces are in eV/Å.

2.
Computed, not measured: 4 unconnected molecules or ions with the total composition C34H74B2N3O3Si, with ωB97M-V with the def2-TZVPD basis set.

Results
LUMO in eV: 2.36
Kohn-Sham gap in eV: 6.43
HOMO level in eV: -4.1
Calculated total energy in hartree: -2069.1730
Net charge: -1
Molar mass in g mol⁻¹: 622.694

```
117
Properties=species:S:1:pos:R:3:forces:R:3
C 2.863029 1.275698 0.148052 -0.01 0.43 0.46
C 1.379564 1.647213 0.038477 -0.02 -0.21 -0.24
B 0.638125 1.384497 -1.450208 0.37 0.02 -0.12
C 1.496848 0.419084 -2.485718 -0.25 -0.08 0.05
C 1.341255 -1.076085 -2.305165 0.11 0.20 -0.03
O 1.606955 -1.502054 -0.947895 -0.09 -0.21 -0.29
Si 1.024902 -2.895021 -0.314267 0.15 0.04 0.31
C -0.307231 -2.500245 0.952587 -0.02 0.03 -0.19
C 2.440783 -3.755689 0.589582 -0.33 0.34 -0.28
C 0.338132 -4.087418 -1.588402 -0.11 -0.06 0.16
C -0.853267 0.732679 -1.118246 0.02 0.44 -0.02
C -1.854896 0.622710 -2.217240 0.08 -0.04 -0.08
O -1.609468 0.584525 -3.406225 -0.01 0.04 -0.05
C -3.303620 0.546312 -1.793733 -0.21 0.03 0.04
C -3.797584 -0.632943 -1.249162 -0.15 0.03 0.04
C -5.128191 -0.728580 -0.861020 0.11 0.03 -0.03
C -5.975825 0.363942 -1.000550 0.08 -0.21 0.03
C -5.485268 1.542183 -1.542427 -0.07 0.04 0.08
C -4.159022 1.635728 -1.937322 0.08 -0.09 -0.07
B 0.403090 2.933530 -2.154574 -0.10 -0.06 0.07
C -0.575214 4.055867 -1.541027 0.14 -0.10 -0.13
O 1.076101 3.353146 -3.300542 -0.10 -0.11 -0.09
H 3.000611 0.205195 0.285848 0.04 -0.09 -0.29
H 3.312107 1.766815 1.024021 0.07 -0.06 0.03
H 3.438294 1.616999 -0.714858 0.00 -0.13 -0.10
H 0.837926 1.085023 0.812339 0.00 0.00 0.09
H 1.294409 2.700499 0.338053 -0.14 0.06 0.02
H 2.559392 0.678130 -2.537437 0.05 0.02 0.12
H 1.101143 0.609981 -3.490193 0.07 0.03 -0.06
H 0.318478 -1.346474 -2.590746 -0.05 -0.07 0.10
H 2.020425 -1.639097 -2.958098 -0.01 -0.06 -0.03
H -1.301274 -2.477357 0.500127 -0.03 0.01 0.01
H -0.124394 -1.510442 1.372696 0.04 0.01 0.09
H -0.314790 -3.236115 1.757517 -0.05 -0.03 0.06
H 2.063839 -4.226479 1.496491 0.18 -0.15 0.08
H 2.906524 -4.500049 -0.055538 0.09 -0.10 0.08
H 3.182185 -2.996010 0.839361 0.07 -0.04 0.14
H -0.285552 -4.811140 -1.054872 0.01 -0.07 -0.01
H -0.291012 -3.617052 -2.343105 0.03 0.06 -0.04
H 1.137560 -4.642764 -2.078590 0.02 0.03 -0.13
H -0.770816 -0.262476 -0.657369 0.03 -0.07 -0.01
H -1.340510 1.348204 -0.348744 -0.04 -0.12 0.14
H -3.136217 -1.482576 -1.134059 0.03 -0.03 0.03
H -5.489931 -1.658290 -0.440499 -0.07 0.00 0.01
H -7.008690 0.290686 -0.685426 -0.04 0.03 -0.01
H -6.149659 2.391026 -1.646388 0.05 0.07 -0.03
H -3.780150 2.556064 -2.363238 0.03 0.03 -0.02
H -1.356167 4.325142 -2.262992 -0.08 -0.02 0.01
H -0.003761 4.971700 -1.350310 -0.01 0.06 0.07
H -1.048467 3.747191 -0.609205 -0.08 0.05 0.03
H 0.734245 4.197517 -3.613575 0.13 0.11 0.04
C -7.011978 2.770031 -4.513122 0.01 -0.04 0.00
C -8.427276 2.661529 -3.970600 0.05 -0.05 -0.02
N -9.217926 3.865904 -4.168129 -0.01 -0.06 0.00
C -10.460448 3.869222 -3.420741 -0.05 0.06 0.10
C -11.528982 2.827074 -3.778520 -0.04 0.03 0.01
C -9.293586 4.347365 -5.535343 0.03 0.08 -0.11
C -9.858482 3.399253 -6.603370 -0.02 0.06 -0.01
H -6.495487 3.630867 -4.086065 -0.01 0.02 -0.02
H -6.451887 1.873642 -4.248661 0.03 0.01 0.00
H -6.990786 2.859802 -5.599977 -0.02 0.00 0.00
H -8.375097 2.487600 -2.891957 -0.03 -0.01 0.01
H -8.900685 1.763787 -4.400522 0.00 0.01 0.00
H -10.896972 4.869137 -3.501556 0.00 0.00 -0.03
H -10.197836 3.742471 -2.365887 0.03 -0.03 -0.01
H -12.040929 3.066342 -4.710103 0.03 -0.02 -0.02
H -12.285136 2.793448 -2.991327 0.00 0.01 0.00
H -11.105225 1.826524 -3.868562 0.02 0.00 0.01
H -8.288237 4.644298 -5.840730 0.02 -0.03 0.02
H -9.876864 5.272162 -5.524439 -0.04 -0.02 0.02
H -9.457347 2.390466 -6.498433 0.02 0.00 0.00
H -9.582861 3.758880 -7.596721 0.00 0.01 0.00
H -10.945578 3.336617 -6.570085 0.01 -0.05 0.04
C 5.183856 -5.083065 3.251775 -0.03 0.05 0.01
C 4.310977 -6.201735 3.799005 0.05 0.04 0.02
N 3.848272 -7.119535 2.773440 0.04 -0.04 0.09
C 2.802109 -8.014656 3.226292 -0.14 -0.01 -0.03
C 3.144152 -9.044627 4.311929 -0.03 -0.03 -0.02
C 4.881759 -7.709182 1.943426 0.07 -0.01 -0.12
C 5.983912 -8.524711 2.636122 -0.01 -0.03 -0.05
H 4.663893 -4.541350 2.461174 0.01 -0.03 -0.03
H 5.420112 -4.378560 4.050314 -0.01 0.00 0.00
H 6.130105 -5.453482 2.855476 0.00 -0.01 0.01
H 3.420968 -5.758229 4.253871 -0.02 -0.02 0.01
H 4.853056 -6.707664 4.616162 -0.01 -0.01 -0.01
H 2.407682 -8.537521 2.350447 0.02 -0.01 -0.01
H 1.983036 -7.388064 3.592538 0.03 0.02 0.02
H 3.739503 -9.870090 3.922618 0.04 0.03 0.00
H 2.222870 -9.470237 4.715088 0.00 0.00 0.00
H 3.687704 -8.593662 5.142907 0.00 0.02 0.00
H 5.355343 -6.904450 1.377409 -0.01 0.03 0.03
H 4.383973 -8.331396 1.195255 -0.02 -0.03 0.03
H 6.352007 -8.024194 3.532939 0.00 0.02 0.00
H 6.831256 -8.647014 1.958455 0.00 0.00 0.00
H 5.647435 -9.521447 2.919321 -0.02 0.02 0.06
C 5.252782 5.090636 1.702249 0.01 0.02 -0.05
C 6.380381 4.824432 2.686492 -0.01 -0.03 -0.09
N 5.994651 5.045722 4.069547 0.03 -0.02 0.00
C 7.117286 5.067424 4.986212 0.06 0.08 0.06
C 7.935005 3.781635 5.172200 0.01 0.01 0.05
C 4.821022 4.310874 4.512188 -0.16 -0.04 0.05
C 4.852136 2.779685 4.419122 -0.03 0.00 0.08
H 4.859277 6.100281 1.829734 -0.02 -0.01 0.03
H 5.625349 4.994860 0.682106 0.00 0.00 -0.01
H 4.430387 4.383442 1.807768 0.01 -0.02 -0.01
H 7.204563 5.511598 2.472041 0.03 -0.01 0.03
H 6.772018 3.810325 2.506971 -0.01 0.00 0.01
H 6.746119 5.396816 5.961331 -0.02 -0.02 0.00
H 7.794820 5.856017 4.642249 0.00 -0.01 -0.04
H 7.406550 3.042211 5.772320 -0.03 -0.02 -0.04
H 8.869160 4.013701 5.688796 0.00 0.00 0.00
H 8.192973 3.323455 4.217120 0.00 0.01 -0.02
H 3.965815 4.670399 3.936945 0.03 0.00 -0.04
H 4.619297 4.610295 5.544470 0.04 -0.01 0.02
H 5.266280 2.437014 3.470448 -0.02 0.01 -0.02
H 3.836692 2.386163 4.485605 -0.01 0.01 -0.01
H 5.428115 2.328530 5.226780 0.06 0.00 -0.04
```
Forces are in eV/Å.

3.
Computed, not measured: 2 unconnected molecules or ions with the total composition C4H12S2 in a non-equilibrium geometry, with ωB97M-V with the def2-TZVPD basis set.

Results
LUMO in eV: 0.86
Kohn-Sham gap in eV: 9.95
HOMO level in eV: -9.1
Calculated total energy in hartree: -955.9536
Energy above the lowest of the compared OMol25 structures with the same formula, charge and spin in kJ/mol: 28.6
SMILES: CCS.CCS
Molar mass in g mol⁻¹: 124.274

```
18
Properties=species:S:1:pos:R:3:forces:R:3
C 0.284221 2.505928 0.790893 -0.10 -0.18 0.34
C -0.158858 1.428384 1.775387 0.29 0.02 -0.35
S -1.882063 0.924362 1.506736 0.09 -0.09 0.12
H -0.351672 3.386008 0.826766 -0.01 0.12 0.18
H 0.247125 2.131827 -0.227546 0.09 -0.14 -0.16
H 1.309537 2.769763 1.031050 0.18 0.25 -0.13
H 0.533990 0.585169 1.694701 -0.28 -0.12 -0.05
H -0.078466 1.766016 2.804252 -0.17 0.17 0.11
H -1.820456 1.016910 0.174177 -0.05 -0.06 -0.09
C 0.064296 -2.536288 -0.531464 -0.17 0.49 -0.17
C -0.147801 -1.639751 -1.733181 0.64 -0.05 -1.00
S 1.217964 -0.474606 -2.089829 0.05 0.14 -0.14
H 0.243642 -1.956521 0.369664 0.25 0.07 0.09
H 0.870547 -3.240053 -0.721887 0.09 0.05 0.16
H -0.847690 -3.071510 -0.344303 -0.44 -0.52 0.06
H -0.098230 -2.229120 -2.656823 -0.23 -0.17 0.23
H -1.097074 -1.115884 -1.798797 -0.05 0.10 0.55
H 1.710988 -0.250634 -0.869796 -0.19 -0.07 0.26
```
Forces are in eV/Å.

4.
Computed, not measured: a gas-phase ion, C3H9N4 (charge +1) in a non-equilibrium geometry, with ωB97M-V with the def2-TZVPD basis set.

Results
LUMO in eV: -3.53
Kohn-Sham gap in eV: 9.65
HOMO level in eV: -13.2
Calculated total energy in hartree: -338.3438
Energy above the lowest of the compared OMol25 structures with the same formula, charge and spin in kJ/mol: 464.7
Net charge: +1
SMILES: N[C@@H]1CC=NN1[NH3+]
Molar mass in g mol⁻¹: 101.133

```
16
Properties=species:S:1:pos:R:3:forces:R:3
N -0.393873 -1.906156 -0.116942 -0.68 -2.36 -0.31
C -0.391398 -0.516899 -0.253298 1.95 -0.44 -3.52
C 0.664340 0.157600 -1.672400 -1.96 1.79 2.91
C 0.696120 1.536027 -0.964350 0.47 -4.40 0.55
N 0.578613 1.435118 0.285155 -0.56 1.99 2.82
N 0.308105 0.167755 0.803020 0.80 -1.09 -2.25
N -0.417951 0.290827 2.030829 -3.48 2.17 -2.46
H -0.868393 -2.493596 -0.904388 1.31 1.70 2.14
H 0.481589 -2.342317 0.261115 -1.17 0.73 -0.96
H -1.395984 -0.073322 -0.406409 0.35 -0.28 -0.25
H 0.086626 0.270308 -2.551782 -0.84 -0.38 -0.91
H 1.656838 -0.204617 -1.965642 -0.24 -0.42 0.79
H 0.891843 2.490198 -1.286404 0.48 2.04 -1.25
H 0.247202 0.837980 2.526422 0.58 0.00 2.04
H -0.846443 -0.609360 2.308259 1.19 0.15 0.47
H -1.297235 0.960455 1.906815 1.80 -1.23 0.17
```
Forces are in eV/Å.